{
  "formula": "C30H36F2N6O6",
  "method": "the ωB97M-V functional and the def2-TZVPD basis",
  "homo_ev": -8.243,
  "e_tot_ev": -58352.4233,
  "smiles": "O=C1OC[C@@H](F)O1.O=C1OC[C@@H](F)O1.c1cc[nH]c1.c1cc[nH]c1.c1cc[nH]c1.c1cc[nH]c1.c1cc[nH]c1.c1cc[nH]c1",
  "charge": 0,
  "symbols": ["O", "C", "O", "C", "C", "F", "O", "H", "H", "H", "O", "C", "O", "C", "C", "F", "O", "H", "H", "H", "C", "C", "C", "N", "C", "H", "H", "H", "H", "H", "C", "C", "C", "N", "C", "H", "H", "H", "H", "H", "C", "C", "C", "N", "C", "H", "H", "H", "H", "H", "C", "C", "C", "N", "C", "H", "H", "H", "H", "H", "C", "C", "C", "N", "C", "H", "H", "H", "H", "H", "C", "C", "C", "N", "C", "H", "H", "H", "H", "H"],
  "coordinates": [[-3.888, -4.672, 1.842], [-2.918, -4.014, 1.980], [-2.765, -2.722, 1.633], [-1.607, -2.122, 2.165], [-0.975, -3.215, 3.063], [-1.186, -3.070, 4.425], [-1.833, -4.400, 2.694], [-0.907, -1.924, 1.343], [-2.011, -1.200, 2.642], [0.062, -3.471, 2.824], [-5.727, 2.646, 1.795], [-4.558, 2.616, 1.712], [-3.696, 3.023, 2.731], [-2.341, 2.800, 2.315], [-2.527, 2.030, 1.081], [-2.443, 0.704, 1.351], [-3.803, 2.266, 0.603], [-1.876, 3.805, 2.053], [-1.730, 2.307, 3.058], [-1.800, 2.291, 0.263], [-4.822, -2.433, -2.674], [-4.334, -1.107, -2.907], [-4.472, -0.389, -1.734], [-4.955, -1.254, -0.788], [-5.154, -2.483, -1.345], [-4.966, -3.254, -3.362], [-3.790, -0.658, -3.748], [-4.092, 0.600, -1.533], [-5.092, -1.028, 0.180], [-5.453, -3.294, -0.762], [4.320, 2.020, -2.162], [3.858, 2.010, -0.829], [3.429, 3.248, -0.491], [3.725, 4.086, -1.508], [4.317, 3.326, -2.542], [4.736, 1.201, -2.771], [3.721, 1.113, -0.234], [2.809, 3.569, 0.372], [3.309, 4.971, -1.740], [4.676, 3.820, -3.429], [-0.991, 3.584, -2.372], [-1.124, 2.343, -3.102], [0.127, 1.748, -3.006], [0.962, 2.558, -2.334], [0.328, 3.738, -2.024], [-1.823, 4.299, -2.308], [-1.999, 2.009, -3.687], [0.573, 0.853, -3.502], [1.966, 2.491, -2.302], [0.896, 4.560, -1.572], [5.257, -0.223, 3.449], [4.879, 0.842, 4.302], [4.721, 1.970, 3.454], [4.996, 1.546, 2.224], [5.253, 0.244, 2.177], [5.508, -1.253, 3.651], [5.001, 0.843, 5.391], [4.365, 2.984, 3.696], [4.968, 2.137, 1.371], [5.459, -0.306, 1.229], [1.692, -0.100, 1.386], [2.253, -1.347, 1.752], [1.770, -2.301, 0.902], [0.926, -1.713, 0.067], [0.837, -0.387, 0.328], [1.751, 0.909, 1.854], [2.860, -1.506, 2.652], [2.049, -3.343, 0.881], [0.549, -2.246, -0.764], [0.104, 0.203, -0.240], [0.038, -3.184, -2.999], [0.060, -4.138, -2.005], [-0.997, -3.930, -1.156], [-1.717, -2.811, -1.645], [-1.078, -2.392, -2.789], [0.753, -2.993, -3.755], [0.808, -4.911, -1.862], [-1.271, -4.474, -0.274], [-2.615, -2.500, -1.226], [-1.336, -1.546, -3.407]]
}

=====

{
  "formula": "C30H36MoN3O5S4",
  "method": "the ωB97M-V functional and the def2-TZVPD basis",
  "homo_ev": -15.900,
  "de_lowest_ev": 0.000,
  "e_tot_ev": -91575.4703,
  "charge": 3,
  "symbols": ["Mo", "S", "C", "N", "C", "C", "N", "C", "C", "C", "C", "C", "C", "C", "C", "S", "C", "C", "C", "C", "C", "C", "C", "H", "H", "H", "H", "H", "H", "H", "H", "H", "H", "H", "H", "H", "H", "H", "H", "H", "H", "C", "S", "C", "O", "H", "H", "H", "H", "H", "H", "C", "C", "C", "C", "C", "C", "C", "S", "O", "O", "N", "C", "C", "C", "O", "O", "H", "H", "H", "H", "H", "H", "H", "H", "H", "H", "H", "H"],
  "coordinates": [[-1.275, 0.357, 0.470], [-1.688, -1.809, -0.375], [-0.189, -2.329, -1.057], [0.010, -3.533, -1.484], [1.304, -3.895, -2.093], [1.813, -2.736, -2.899], [1.844, -1.527, -2.050], [2.988, -0.602, -2.302], [4.280, -1.281, -1.935], [4.535, -1.615, -0.607], [5.717, -2.251, -0.268], [6.651, -2.550, -1.253], [6.403, -2.211, -2.575], [5.215, -1.581, -2.918], [0.920, -1.338, -1.172], [0.916, 0.065, -0.131], [-0.997, -4.629, -1.422], [-1.383, -5.047, -2.816], [-1.088, -6.328, -3.267], [-1.445, -6.709, -4.554], [-2.085, -5.808, -5.391], [-2.380, -4.525, -4.943], [-2.032, -4.145, -3.657], [1.130, -4.754, -2.738], [1.998, -4.175, -1.297], [1.178, -2.530, -3.764], [2.832, -2.922, -3.233], [2.815, 0.312, -1.743], [2.949, -0.373, -3.369], [3.820, -1.358, 0.171], [5.922, -2.502, 0.764], [7.579, -3.038, -0.986], [7.136, -2.432, -3.339], [5.028, -1.306, -3.951], [-1.842, -4.280, -0.838], [-0.514, -5.448, -0.886], [-0.597, -7.037, -2.610], [-1.226, -7.710, -4.898], [-2.364, -6.106, -6.392], [-2.893, -3.830, -5.594], [-2.290, -3.151, -3.302], [-0.648, 0.292, 4.790], [-1.473, -0.876, 3.733], [-3.172, -0.598, 4.178], [-1.346, -0.221, 2.314], [-1.116, 1.269, 4.690], [0.403, 0.304, 4.507], [-0.743, -0.100, 5.805], [-3.272, -0.934, 5.213], [-3.788, -1.230, 3.540], [-3.410, 0.458, 4.075], [1.013, 7.846, 4.489], [0.271, 6.682, 3.909], [0.357, 6.400, 2.540], [-0.311, 5.328, 1.989], [-1.079, 4.520, 2.830], [-1.187, 4.772, 4.196], [-0.508, 5.854, 4.721], [-1.955, 3.198, 2.158], [-2.584, 2.393, 3.174], [-1.068, 2.399, 1.267], [-3.006, 3.910, 1.147], [-3.856, 3.080, 0.279], [-3.416, 3.146, -1.182], [-2.031, 2.628, -1.403], [-1.081, 3.141, -1.860], [-1.911, 1.252, -0.965], [1.030, 8.687, 3.796], [2.050, 7.564, 4.686], [0.573, 8.174, 5.428], [0.953, 7.040, 1.902], [-0.243, 5.118, 0.929], [-1.808, 4.147, 4.825], [-0.591, 6.070, 5.778], [-3.443, 4.727, 1.559], [-4.879, 3.444, 0.354], [-3.885, 2.051, 0.647], [-3.436, 4.174, -1.540], [-4.098, 2.554, -1.797]]
}

=====

{
  "formula": "C30H37BrN5O2PS2Sc",
  "method": "the ωB97M-V functional and the def2-TZVPD basis",
  "homo_ev": -10.636,
  "de_lowest_ev": 0.000,
  "e_tot_ev": -164956.8217,
  "charge": 1,
  "symbols": ["Sc", "C", "S", "C", "S", "N", "N", "C", "C", "C", "C", "C", "C", "N", "H", "H", "H", "H", "H", "H", "H", "H", "O", "C", "C", "C", "C", "C", "C", "C", "O", "N", "N", "C", "C", "Br", "C", "C", "C", "C", "C", "C", "C", "H", "H", "H", "H", "H", "H", "H", "H", "H", "H", "H", "H", "H", "H", "C", "C", "P", "C", "C", "C", "C", "H", "H", "H", "H", "H", "H", "H", "H", "H", "H", "H", "H", "H", "H", "H"],
  "coordinates": [[-0.045, -0.003, -0.023], [1.575, 5.605, 0.963], [-0.071, 4.891, 0.790], [0.281, 3.222, 0.492], [-1.144, 2.254, 0.255], [1.532, 2.848, 0.462], [1.682, 1.508, 0.241], [2.878, 1.058, 0.188], [3.056, -0.388, 0.041], [4.311, -0.966, -0.051], [4.409, -2.346, -0.132], [3.254, -3.110, -0.112], [2.033, -2.463, -0.029], [1.930, -1.133, 0.037], [1.414, 6.663, 1.156], [2.146, 5.478, 0.048], [2.104, 5.151, 1.797], [3.736, 1.719, 0.282], [5.193, -0.339, -0.049], [5.379, -2.820, -0.205], [3.286, -4.188, -0.166], [1.106, -3.026, -0.026], [-0.476, -3.633, -1.878], [-1.812, -3.876, -2.011], [-2.213, -5.034, -2.659], [-3.562, -5.301, -2.825], [-4.522, -4.411, -2.362], [-4.113, -3.255, -1.717], [-2.766, -2.979, -1.519], [-2.362, -1.758, -0.731], [-1.176, -1.168, -1.150], [-2.162, -2.157, 0.679], [-1.540, -1.171, 1.403], [-1.848, -1.004, 2.630], [-1.129, -0.099, 3.507], [0.585, 0.417, 2.875], [-1.610, 0.294, 4.687], [-1.038, 1.245, 5.647], [-1.092, 0.940, 7.008], [-0.565, 1.816, 7.942], [-0.009, 3.019, 7.527], [0.014, 3.345, 6.179], [-0.495, 2.462, 5.239], [-0.409, -2.681, -1.664], [-1.455, -5.710, -3.034], [-3.866, -6.207, -3.332], [-5.574, -4.614, -2.508], [-4.852, -2.545, -1.360], [-3.175, -1.018, -0.793], [-3.003, -2.524, 1.117], [-2.679, -1.552, 3.075], [-2.556, -0.164, 4.972], [-1.539, 0.008, 7.331], [-0.597, 1.565, 8.993], [0.391, 3.709, 8.258], [0.420, 4.295, 5.857], [-0.501, 2.736, 4.192], [-2.160, 1.124, -3.289], [-0.753, 1.709, -3.396], [0.555, 0.629, -2.699], [0.507, -0.820, -3.823], [1.731, -1.723, -3.699], [2.098, 1.459, -3.263], [2.173, 2.958, -2.975], [-2.878, 1.787, -3.771], [-2.456, 1.013, -2.246], [-2.235, 0.146, -3.765], [-0.708, 2.659, -2.859], [-0.494, 1.909, -4.441], [0.413, -0.441, -4.845], [-0.403, -1.378, -3.598], [2.644, -1.210, -4.004], [1.619, -2.606, -4.327], [1.869, -2.075, -2.675], [2.185, 1.280, -4.339], [2.940, 0.941, -2.794], [1.406, 3.505, -3.522], [3.140, 3.351, -3.290], [2.051, 3.181, -1.915]]
}

=====

{
  "formula": "C30H37N2O3PdSTe",
  "method": "the ωB97M-V functional and the def2-TZVPD basis",
  "homo_ev": [-13.247, -13.673],
  "de_lowest_ev": 0.886,
  "e_tot_ev": -62424.6413,
  "spin_multiplicity": 2,
  "s_squared": 0.7589,
  "charge": 2,
  "symbols": ["Pd", "N", "C", "O", "C", "C", "H", "H", "H", "H", "H", "H", "C", "C", "C", "C", "C", "C", "Te", "N", "C", "O", "C", "C", "C", "C", "C", "C", "C", "C", "C", "C", "C", "C", "C", "C", "C", "C", "H", "H", "H", "H", "H", "H", "H", "H", "H", "H", "H", "H", "H", "H", "H", "H", "H", "H", "H", "H", "H", "H", "H", "O", "S", "C", "C", "C", "C", "H", "H", "H", "H", "H", "H", "H", "H"],
  "coordinates": [[-0.560, 0.859, 0.543], [3.017, -0.774, 1.514], [1.752, -0.438, 1.397], [1.352, 0.154, 0.351], [0.734, -0.781, 2.456], [-0.409, 0.247, 2.463], [3.653, -0.614, 0.746], [3.353, -1.260, 2.330], [1.121, -0.897, 3.470], [0.356, -1.759, 2.142], [-0.266, 1.165, 3.028], [-1.354, -0.220, 2.734], [7.421, 4.798, -3.877], [6.231, 4.426, -3.050], [6.081, 4.904, -1.754], [4.994, 4.562, -0.961], [4.916, 5.116, 0.435], [3.996, 3.752, -1.540], [2.258, 3.542, -0.420], [0.212, 2.597, 0.670], [-0.926, 3.217, 0.882], [-1.874, 2.314, 0.992], [-1.236, 4.633, 0.985], [-2.592, 4.970, 1.026], [-2.974, 6.296, 1.116], [-2.007, 7.290, 1.175], [-0.658, 6.958, 1.151], [-0.269, 5.634, 1.056], [0.997, 4.115, -2.025], [1.209, 5.433, -2.424], [0.392, 6.010, -3.381], [-0.640, 5.270, -3.935], [-0.832, 3.955, -3.549], [-0.019, 3.344, -2.594], [-0.255, 1.890, -2.310], [4.150, 3.191, -2.823], [3.169, 2.248, -3.450], [5.260, 3.567, -3.564], [8.107, 5.438, -3.326], [7.114, 5.328, -4.780], [7.965, 3.908, -4.194], [6.844, 5.555, -1.345], [5.880, 5.536, 0.714], [4.665, 4.357, 1.180], [4.176, 5.914, 0.517], [-3.344, 4.195, 0.984], [-4.022, 6.555, 1.142], [-2.302, 8.328, 1.247], [0.095, 7.730, 1.214], [0.787, 5.391, 1.068], [2.018, 6.012, -1.996], [0.563, 7.032, -3.689], [-1.285, 5.711, -4.681], [-1.615, 3.372, -4.017], [-0.476, 1.343, -3.227], [-1.144, 1.747, -1.671], [0.624, 1.404, -1.875], [2.647, 1.632, -2.713], [3.688, 1.576, -4.131], [2.415, 2.788, -4.027], [5.388, 3.170, -4.564], [-2.156, -0.572, 0.111], [-3.382, -0.979, 0.918], [-4.761, 0.010, 0.282], [-5.363, -0.771, -0.877], [-5.366, -2.224, -0.416], [-3.961, -2.506, 0.102], [-4.334, 0.986, 0.051], [-5.458, 0.118, 1.115], [-4.739, -0.654, -1.765], [-6.361, -0.409, -1.119], [-5.621, -2.925, -1.210], [-6.092, -2.360, 0.387], [-3.237, -2.631, -0.705], [-3.878, -3.337, 0.797]]
}